Entry 1:
ORCA calculation (ωB97M-V/def2-TZVPD) on a 7-piece molecular cluster, C33H36N6O overall.

Its calculated total energy is -45789.1781 eV. Its lowest unoccupied orbital energy is 0.13 eV. The SMILES is c1ccncc1.c1ccncc1.c1ccncc1.c1ccncc1.c1ccncc1.c1ccncc1.CC(C)=O. As for the HOMO energy: -0.35223 Ha.

The geometry in XYZ format:
```
76
C33H36N6O ωB97M-V/def2-TZVPD
C 8.5264 -1.7313 -3.5674
C 9.7658 -1.4596 -4.2195
C 10.3326 -0.2169 -3.9853
N 9.8587 0.6895 -3.1217
C 8.7329 0.3565 -2.4126
C 8.0944 -0.8264 -2.5781
H 7.9919 -2.6559 -3.7278
H 10.1681 -2.2419 -4.8461
H 11.2180 -0.0087 -4.5677
H 8.4614 1.0576 -1.6373
H 7.2437 -1.1766 -2.0123
C -6.2431 6.2254 0.6608
C -7.0923 6.9360 1.5122
C -6.4695 7.5626 2.6210
N -5.1576 7.7308 2.7828
C -4.3748 7.1184 1.8832
C -4.8483 6.4328 0.7389
H -6.7001 5.5956 -0.0882
H -8.1650 6.8257 1.4517
H -6.9759 8.1351 3.3840
H -3.3098 7.0858 2.0597
H -4.1553 5.9811 0.0446
C -3.8914 -6.1909 -0.0946
C -4.7300 -7.1229 -0.6842
C -5.6194 -7.8514 0.1689
N -5.5415 -7.7851 1.4968
C -4.6755 -6.9273 2.0671
C -3.8102 -6.1010 1.2975
H -3.3836 -5.4341 -0.6741
H -4.8057 -7.2308 -1.7562
H -6.2721 -8.6028 -0.2503
H -4.5536 -6.9212 3.1402
H -3.0535 -5.5150 1.7978
C -1.0598 6.5401 -4.8970
C -0.7805 7.8850 -4.7565
C 0.5654 8.2654 -4.5151
N 1.5372 7.3808 -4.3619
C 1.2754 6.0776 -4.4493
C 0.0238 5.6480 -4.7479
H -2.0870 6.3435 -5.1668
H -1.5161 8.6747 -4.8003
H 1.0347 9.2257 -4.3601
H 2.0505 5.3612 -4.2208
H -0.1375 4.6089 -4.9943
C 8.6781 -6.7863 0.9503
C 7.6623 -6.4052 1.7966
C 7.3775 -7.2325 2.8863
N 7.9330 -8.4739 3.1092
C 8.9039 -8.8502 2.2268
C 9.2891 -8.0108 1.1501
H 8.9097 -6.1073 0.1429
H 7.0659 -5.5212 1.6254
H 6.5435 -6.9212 3.4978
H 9.3000 -9.8547 2.2060
H 10.0440 -8.3060 0.4364
C -6.5203 1.4438 3.8541
C -6.6173 0.1631 3.3700
C -7.8907 -0.3559 3.1964
N -9.0853 0.2526 3.6342
C -8.8831 1.5347 4.1913
C -7.6408 2.1572 4.2664
H -5.5292 1.8637 3.9418
H -5.7184 -0.2715 2.9583
H -8.0274 -1.3855 2.9004
H -9.7288 2.1230 4.5156
H -7.6128 3.1027 4.7875
C -0.6281 1.1984 0.2723
C 0.3095 0.1313 0.8571
C 1.5262 -0.2147 0.0037
O 0.1218 -0.4062 1.9135
H -1.0601 1.7687 1.0947
H -1.4768 0.6547 -0.1428
H -0.2129 1.8265 -0.5159
H 2.1772 0.6533 -0.1003
H 1.2100 -0.4554 -1.0112
H 2.1087 -1.0594 0.3715
```

---

Entry 2:
ORCA calculation (ωB97M-V/def2-TZVPD) on C23H16BrIN3O3SY as an isolated structure.

Its calculated total energy is -124734.9053 eV. Its lowest unoccupied orbital energy is -6.52 eV. As for the HOMO energy: -0.54708 Ha. Its total charge is +2.

The geometry in XYZ format:
```
49
C23H16BrIN3O3SY ωB97M-V/def2-TZVPD
Y 0.0378 0.2894 -0.5878
C -2.9991 -3.1668 -1.1639
C -3.9288 -2.6672 -2.0569
C -3.8171 -1.3485 -2.4723
C -2.7871 -0.5607 -1.9915
N -1.8594 -1.0560 -1.1403
C -1.9847 -2.3317 -0.7379
C -2.6518 0.8703 -2.3770
C -3.6316 1.5506 -3.0800
C -3.4589 2.8973 -3.3617
C -2.3201 3.5453 -2.9150
C -1.3905 2.8094 -2.2084
N -1.5379 1.5015 -1.9538
H -3.0447 -4.1835 -0.8019
H -4.7331 -3.2886 -2.4268
H -4.5346 -0.9493 -3.1716
H -1.2354 -2.6944 -0.0474
H -4.5324 1.0523 -3.4019
H -4.2175 3.4376 -3.9117
H -2.1579 4.5973 -3.0986
H -0.4977 3.2819 -1.8161
Br 2.1688 1.9738 -1.9105
C 3.4900 0.7030 -1.3431
C 4.5736 1.1821 -0.6291
C 5.5362 0.2838 -0.1963
C 5.4062 -1.0713 -0.4648
C 4.3157 -1.5457 -1.1744
C 3.3534 -0.6493 -1.6236
I 1.7385 -1.4322 -2.7103
H 4.6659 2.2377 -0.4161
H 6.3893 0.6505 0.3576
H 6.1544 -1.7715 -0.1198
H 4.2159 -2.6028 -1.3775
O -0.2680 1.8657 1.1172
C 0.4911 1.1641 1.8356
N 1.5239 0.5321 1.2296
S 1.5091 -0.9993 1.8141
O 2.7532 -1.6675 1.9082
O 0.5044 -1.5736 0.8592
C 0.7260 -0.6110 3.3391
C 0.5791 -1.3660 4.4798
C -0.1274 -0.7750 5.5263
C -0.6696 0.4989 5.4012
C -0.5273 1.2386 4.2298
C 0.1982 0.6711 3.2016
H 0.9965 -2.3600 4.5641
H -0.2561 -1.3175 6.4528
H -1.2103 0.9249 6.2353
H -0.9482 2.2303 4.1364
```